46
Properties=species:S:1:pos:R:3:forces:R:3:lowdin_charge:R:1 method="wB97M-V/def2-TZVPD" e_homo_ev=-8.576 e_above_lowest_kcal_mol=0.0 smiles="Cc1cccc(NS(=O)(=O)c2ccc3nc(-c4ccccc4)[nH]c3c2)c1C" lumo_energy_ev=-0.08
C -1.1027 2.4830 -0.0674 0.0 0.0 0.0 -0.038
C -1.3966 1.4649 -1.1278 0.1 0.0 -0.1 -0.235
C -0.6503 1.4566 -2.2978 0.0 0.0 0.0 -0.054
C -0.8853 0.5131 -3.2818 0.0 -0.1 0.0 -0.074
C -1.8609 -0.4445 -3.0926 -0.1 0.1 0.0 -0.044
C -2.6083 -0.4592 -1.9192 0.4 0.7 -0.4 -0.285
N -3.5091 -1.5292 -1.7715 -0.2 -0.9 0.1 -0.047
S -2.7867 -3.0410 -1.5294 -0.2 0.1 0.3 0.670
O -3.8045 -3.8624 -0.9464 0.0 0.2 0.3 -0.288
O -2.1684 -3.4570 -2.7490 0.3 0.3 0.0 -0.275
C -1.5382 -2.5961 -0.3332 -0.3 -0.3 -0.6 -0.278
C -1.8961 -2.5219 1.0105 -0.2 -0.1 0.3 -0.072
C -1.0788 -1.8956 1.9278 0.0 0.0 -0.2 0.001
C 0.0922 -1.3080 1.4518 0.0 -0.2 -0.9 -0.219
N 1.0296 -0.5582 2.0972 0.4 0.3 0.4 0.179
C 1.9182 -0.2212 1.1949 -0.6 -0.4 -0.1 -0.267
C 3.0804 0.5999 1.4725 0.6 0.4 0.1 -0.152
C 3.9881 0.9705 0.4800 -0.2 -0.1 0.2 -0.032
C 5.0813 1.7551 0.7964 0.1 0.1 -0.1 -0.082
C 5.2840 2.1802 2.0991 0.0 0.0 0.0 -0.083
C 4.3855 1.8179 3.0909 0.0 0.0 0.0 -0.073
C 3.2918 1.0344 2.7828 -0.1 -0.1 -0.2 -0.021
N 1.6165 -0.7295 -0.0445 0.3 0.2 0.0 0.185
C 0.4468 -1.4229 0.0806 -0.7 -0.3 0.5 -0.170
C -0.3621 -2.0771 -0.8305 0.3 -0.1 0.0 0.008
C -2.3932 0.5044 -0.9271 -0.1 -0.1 -0.1 -0.167
C -3.1870 0.5365 0.3467 0.0 0.0 -0.1 -0.022
H -0.7383 1.9968 0.8383 0.0 0.0 0.1 0.080
H -1.9983 3.0441 0.1935 0.0 0.1 0.1 0.084
H -0.3434 3.1824 -0.4080 0.0 0.1 0.0 0.078
H 0.1206 2.2010 -2.4383 0.1 0.1 0.0 0.106
H -0.3064 0.5222 -4.1932 0.0 0.0 -0.1 0.104
H -2.0503 -1.2111 -3.8258 0.0 0.0 -0.1 0.112
H -4.2344 -1.3944 -1.0835 -0.1 -0.1 0.1 0.099
H -2.8332 -2.9684 1.3048 -0.1 0.0 0.1 0.114
H -1.3398 -1.8298 2.9713 0.0 0.0 0.1 0.117
H 3.8497 0.6522 -0.5431 0.0 0.0 -0.1 0.102
H 5.7797 2.0364 0.0221 0.0 0.0 -0.1 0.104
H 6.1405 2.7921 2.3396 0.1 0.0 0.0 0.103
H 4.5416 2.1486 4.1068 0.0 0.0 0.1 0.105
H 2.5806 0.7390 3.5373 -0.1 0.0 0.1 0.109
H 2.1313 -0.5959 -0.8975 0.0 0.0 0.1 0.154
H -0.1260 -2.1722 -1.8769 0.1 0.1 -0.1 0.120
H -2.5181 0.5828 1.2045 0.0 0.0 0.1 0.079
H -3.8184 -0.3400 0.4655 0.0 0.0 0.1 0.069
H -3.8239 1.4216 0.3695 -0.1 0.0 0.1 0.093


47
Properties=species:S:1:pos:R:3:forces:R:3:lowdin_charge:R:1 method="wB97M-V/def2-TZVPD" charge=+1 e_homo_ev=-10.834 e_above_lowest_kcal_mol=6.1 lumo_energy_ev=-3.83
Y 0.6629 0.8168 -0.4318 -0.1 -0.3 0.4 1.278
O 1.0826 4.9009 0.9218 0.0 0.0 0.0 0.143
C 1.1430 3.8556 0.3319 0.1 0.1 0.1 -0.435
N 0.1374 2.9198 0.1465 0.1 -0.2 -0.3 -0.027
C -1.1793 3.3056 0.3243 -0.1 0.0 -0.1 -0.434
O -1.6117 4.4175 0.4766 0.0 0.0 0.1 0.139
C -2.1589 2.1498 0.2183 0.0 0.0 0.0 -0.174
C -3.4861 2.3669 0.5331 0.0 0.0 0.0 0.034
C -4.3782 1.3135 0.4214 0.0 0.0 0.0 -0.005
C -3.9166 0.0801 -0.0123 0.0 -0.1 0.0 -0.022
C -2.5763 -0.0599 -0.3100 0.0 0.1 -0.1 -0.118
N -1.7052 0.9534 -0.1960 0.0 0.1 0.0 -0.015
C 2.4719 3.4320 -0.2728 0.0 0.0 0.0 -0.177
C 3.5393 4.3091 -0.2162 0.0 0.0 0.0 0.034
C 4.7478 3.9273 -0.7728 0.0 0.0 0.0 -0.006
C 4.8581 2.6724 -1.3550 0.0 0.0 0.0 -0.026
C 3.7526 1.8477 -1.3595 0.0 0.0 0.0 -0.111
N 2.5723 2.2173 -0.8406 -0.1 0.0 0.0 -0.031
H -3.7853 3.3549 0.8521 0.0 0.0 0.0 0.133
H -5.4231 1.4540 0.6640 0.0 0.0 0.0 0.125
H -4.5807 -0.7660 -0.1172 0.0 0.0 0.0 0.121
H -2.1795 -1.0087 -0.6424 0.0 -0.1 0.0 0.108
H 3.3920 5.2677 0.2598 0.0 0.0 0.0 0.133
H 5.5963 4.5979 -0.7503 0.0 0.0 0.0 0.125
H 5.7842 2.3330 -1.7955 0.0 0.0 0.0 0.119
H 3.8079 0.8555 -1.7923 0.0 0.0 0.0 0.111
C -1.6519 -5.2096 -0.9977 0.0 0.0 0.0 -0.034
C -0.9792 -4.0255 -0.3655 0.0 -0.1 -0.1 -0.253
C -1.5604 -3.3482 0.6970 0.0 0.0 0.1 -0.018
C -0.9388 -2.2766 1.3247 0.1 0.1 0.1 -0.348
C -1.6009 -1.6635 2.5280 0.0 0.0 0.0 -0.101
C 0.3118 -1.8267 0.8459 -0.1 -0.2 0.1 -0.601
Te 1.3634 -0.3750 2.0304 0.2 0.1 0.1 0.882
C 0.9116 -2.5120 -0.2335 -0.1 0.1 0.0 -0.342
C 2.2299 -2.0631 -0.8104 -0.4 0.0 0.0 -0.092
C 0.2606 -3.5921 -0.8173 0.0 0.1 -0.1 -0.009
H -2.6262 -5.3983 -0.5514 0.0 0.0 0.0 0.080
H -1.0432 -6.1061 -0.8727 0.0 0.0 0.0 0.092
H -1.7888 -5.0570 -2.0690 0.0 0.0 0.0 0.087
H -2.5181 -3.6891 1.0753 0.0 0.0 0.0 0.124
H -2.5860 -2.0994 2.6910 0.0 0.0 0.0 0.084
H -1.7041 -0.5825 2.4328 0.0 0.1 0.0 0.051
H -1.0017 -1.8311 3.4243 0.0 0.0 0.0 0.073
H 2.0332 -1.1168 -1.3370 0.5 0.3 -0.2 0.021
H 2.5936 -2.7347 -1.5855 0.0 -0.1 0.1 0.093
H 2.9902 -1.8941 -0.0543 0.1 0.1 0.0 0.060
H 0.7379 -4.1128 -1.6403 0.0 0.0 0.0 0.126


48
Properties=species:S:1:pos:R:3:forces:R:3:lowdin_charge:R:1 method="wB97M-V/def2-TZVPD" e_homo_ev=-7.548 smiles="CCn1c2ccccc2c2cc(/C=N/n3c(-c4cc(C)[nH]n4)n[nH]c3=S)ccc21" lumo_energy_ev=0.18
C 2.0417 -4.5919 2.7942 -0.2 -0.9 -0.1 -0.073
C 0.5525 -4.7178 2.4856 0.8 -0.2 -1.1 -0.190
N 0.2810 -4.0300 1.2266 -0.6 0.8 0.2 -0.003
C 0.4453 -4.4936 -0.0925 -0.1 0.2 -0.1 -0.143
C 0.9302 -5.6958 -0.6271 -0.2 0.3 0.8 -0.013
C 0.9840 -5.8434 -2.0188 -0.7 1.4 0.5 -0.078
C 0.5487 -4.7992 -2.8723 -0.2 0.7 0.7 -0.076
C 0.0726 -3.5853 -2.3298 0.5 -1.5 0.0 -0.003
C 0.0495 -3.4573 -0.9449 0.0 0.0 -1.1 -0.127
C -0.2940 -2.3198 -0.1522 -0.2 0.9 -1.1 -0.114
C -0.7001 -1.0446 -0.5224 0.1 0.2 0.5 0.073
C -0.9173 -0.0978 0.4971 0.1 -0.5 -0.1 -0.202
C -1.4325 1.2244 0.1954 -0.4 1.3 -2.6 -0.053
N -1.5522 1.7047 -1.0321 0.6 -1.7 2.4 0.107
N -2.1833 2.9405 -1.1085 -1.0 1.7 -0.3 -0.070
C -1.5872 4.2083 -1.1801 -0.2 -0.1 0.4 -0.203
C -0.2747 4.5855 -0.6088 1.7 2.0 -0.1 -0.209
C 0.2685 5.9300 -0.6527 -1.4 -0.1 -0.6 -0.012
C 1.4868 5.9822 -0.0450 -1.3 -1.2 0.0 -0.274
C 2.3078 7.2139 0.2507 0.5 -0.9 -0.1 -0.024
N 1.6842 4.6507 0.3089 -0.2 0.4 0.3 0.016
N 0.6244 3.8373 -0.0013 0.8 -0.5 0.4 0.079
N -2.4107 5.0990 -1.6877 0.8 -0.6 0.4 0.107
N -3.5576 4.4190 -1.9445 0.3 -1.6 0.3 0.002
C -3.4652 3.0738 -1.6410 0.0 -0.3 -0.7 -0.812
S -4.5835 1.8615 -1.9924 0.7 0.8 0.4 0.499
C -0.7317 -0.4616 1.8559 0.0 -1.6 -0.4 -0.012
C -0.3305 -1.7802 2.1995 -0.6 1.6 -0.7 0.013
C -0.1074 -2.6881 1.1626 0.1 -0.6 1.4 -0.160
H 2.1636 -5.0320 3.7836 0.5 0.1 0.1 0.071
H 2.5992 -5.2025 2.0459 -0.1 0.7 0.6 0.083
H 2.3501 -3.5431 2.7785 0.1 -0.2 0.0 0.080
H 0.3036 -5.7660 2.2964 -0.1 0.0 0.4 0.118
H -0.0366 -4.3475 3.3339 -0.2 0.1 -0.6 0.117
H 1.2293 -6.4303 0.1262 0.1 -0.2 -0.7 0.104
H 1.3270 -6.7447 -2.4554 0.4 -0.8 -0.2 0.085
H 0.5760 -4.8926 -3.9548 0.1 -0.2 0.2 0.096
H -0.2852 -2.7838 -2.9583 0.1 0.0 -0.1 0.110
H -0.8451 -0.7834 -1.5727 0.0 0.0 0.4 0.127
H -1.7692 1.8218 1.0267 -0.1 0.3 0.3 0.123
H -0.2522 6.7507 -1.0870 -0.2 0.5 -0.2 0.097
H 1.7171 8.1238 0.2142 -0.3 -0.2 -0.1 0.078
H 2.7555 7.1668 1.2485 0.1 -0.1 -0.2 0.078
H 3.0912 7.3049 -0.5077 0.1 0.1 0.3 0.080
H 2.4599 4.2808 0.8635 -0.7 0.0 -0.5 0.159
H -4.2613 4.7627 -2.5873 0.2 0.1 0.4 0.145
H -0.9961 0.2301 2.6520 0.2 0.0 -0.2 0.109
H -0.2761 -2.0401 3.2318 0.2 -0.2 0.5 0.093


57
Properties=species:S:1:pos:R:3:forces:R:3:lowdin_charge:R:1 method="wB97M-V/def2-TZVPD" spin_multiplicity=3 charge=-1 e_homo_ev="-5.186 / -5.187" e_above_lowest_kcal_mol=16.2 s_squared=2.005 lumo_energy_ev="1.98 / 1.54"
Pd -0.5479 -0.8722 0.9181 -0.2 0.1 -0.1 1.095
O -5.0500 -5.6416 -0.9543 -0.1 0.1 0.0 -0.034
C -4.3317 -5.9372 0.0168 0.3 -0.1 -0.2 -0.740
O -4.2483 -6.9717 0.6950 0.0 -0.1 0.1 -0.028
C -3.3253 -4.8432 0.3856 -0.1 0.0 0.0 -0.092
C -1.9987 -4.9222 -0.0265 0.1 0.0 0.0 0.004
C -1.1259 -3.8910 0.2559 0.1 0.0 0.0 -0.112
N -1.5030 -2.8052 0.9321 -0.2 0.3 0.0 -0.014
C -2.7785 -2.7162 1.3499 0.0 -0.1 0.1 -0.184
C -3.7003 -3.7115 1.1071 0.0 0.0 0.0 0.063
C -3.2015 -1.4273 2.0292 0.1 0.1 -0.1 -0.587
O -4.2352 -1.3708 2.6602 -0.1 0.0 0.0 0.069
O -2.4176 -0.4018 1.8128 0.0 0.0 0.0 -0.177
H -1.6548 -5.7854 -0.5805 0.0 0.0 0.0 0.121
H -0.0935 -3.9089 -0.0733 0.0 0.0 0.0 0.114
H -4.7148 -3.5789 1.4565 0.0 0.0 0.0 0.134
N 6.5192 3.3454 3.2334 0.0 0.0 0.0 0.086
C 5.3986 2.6171 2.8350 0.0 0.0 0.0 -0.326
C 5.5108 1.6136 1.8728 0.0 0.0 0.0 -0.031
C 4.4061 0.8656 1.5085 0.0 0.0 0.0 -0.058
C 3.1839 1.1041 2.1136 0.0 0.0 0.0 -0.309
C 3.0574 2.0949 3.0761 0.0 0.0 0.0 -0.053
C 4.1585 2.8483 3.4347 0.0 0.0 0.0 -0.034
S 1.7731 0.1727 1.6453 0.1 0.0 0.1 0.524
O 1.1678 -0.3934 2.8398 0.1 0.1 0.1 -0.343
O 2.1627 -0.8053 0.6488 0.2 -0.1 -0.1 -0.335
N 0.6362 1.1389 1.0652 -0.3 -0.4 0.0 -0.149
C 0.8446 1.8240 -0.0919 0.1 0.3 -0.1 -0.472
N -0.2580 2.3577 -0.6633 0.0 -0.1 0.0 0.122
C -0.0712 3.0426 -1.7761 0.0 0.0 -0.1 -0.165
C 1.1730 3.2295 -2.3622 0.0 0.0 0.0 -0.080
C 2.2381 2.6609 -1.6856 0.0 0.0 0.0 -0.136
N 2.0953 1.9721 -0.5657 0.0 0.0 -0.1 0.135
H 7.2577 3.3939 2.5497 0.0 0.0 0.0 0.083
H 6.3161 4.2490 3.6298 0.0 0.0 0.0 0.083
H 6.4695 1.4215 1.4056 0.0 0.0 0.0 0.108
H 4.4746 0.1031 0.7449 0.0 0.0 0.0 0.114
H 2.0972 2.2740 3.5428 0.0 0.0 0.0 0.121
H 4.0625 3.6194 4.1898 0.0 0.0 0.0 0.108
H -0.9636 3.4680 -2.2303 0.0 0.0 0.0 0.100
H 1.3025 3.7914 -3.2755 0.0 0.0 0.0 0.087
H 3.2538 2.7637 -2.0565 0.0 0.0 0.0 0.106
C -3.3947 1.0610 -3.5209 0.0 0.0 0.0 -0.035
N -2.2869 0.4554 -2.8266 0.0 0.1 0.0 -0.095
C -1.1597 -0.1912 -3.4606 0.0 0.0 0.0 -0.037
C -0.4592 -0.8420 -2.2638 -0.1 0.0 0.0 -0.472
O 0.5602 -1.4802 -2.3185 0.0 0.0 0.0 0.076
N -1.2046 -0.5617 -1.1389 0.0 0.0 0.0 0.080
C -2.2613 0.1684 -1.5095 0.1 -0.1 0.0 -0.411
N -3.2076 0.5469 -0.6703 0.0 0.1 0.2 0.244
H -3.0917 1.2585 -4.5470 0.0 0.0 0.0 0.091
H -3.6616 2.0214 -3.0730 0.0 0.0 0.0 0.085
H -4.2764 0.4145 -3.5364 0.0 0.0 0.0 0.098
H -0.4880 0.5226 -3.9423 0.0 0.0 0.0 0.130
H -1.4615 -0.9554 -4.1798 0.0 0.0 0.0 0.138
H -3.0444 0.3829 0.3342 0.0 0.0 0.0 0.081
H -3.9020 1.2109 -0.9596 0.0 0.0 0.0 0.109


47
Properties=species:S:1:pos:R:3:forces:R:3:lowdin_charge:R:1 method="wB97M-V/def2-TZVPD" e_homo_ev=-8.830 e_above_lowest_kcal_mol=0.0 smiles="CCOC(=O)c1oc2ccccc2c1COC(=O)CNC(=O)c1ccccc1" lumo_energy_ev=0.02
C 1.8398 3.9052 0.6191 0.1 -0.4 0.0 -0.053
C 2.8043 2.7315 0.6717 0.3 0.6 -0.3 -0.194
O 2.1145 1.5312 1.0337 -0.2 -0.2 0.3 0.034
C 1.8718 0.6418 0.0803 0.1 0.1 0.0 -0.403
O 2.2105 0.7327 -1.0761 -0.1 -0.1 0.1 0.143
C 1.1556 -0.5333 0.6073 -0.1 -0.9 -0.7 -0.087
O 0.7516 -0.5568 1.9018 0.0 0.3 0.3 0.136
C 0.1353 -1.7391 2.0931 -0.2 -0.9 -0.5 -0.208
C -0.4595 -2.2013 3.2589 0.2 0.3 0.0 0.006
C -1.0491 -3.4470 3.2117 0.0 0.1 0.0 -0.080
C -1.0481 -4.2141 2.0423 -0.1 -0.2 -0.1 -0.087
C -0.4556 -3.7609 0.8859 0.0 0.1 0.0 -0.012
C 0.1469 -2.5022 0.9051 0.0 0.4 0.6 -0.108
C 0.8302 -1.6933 -0.0536 0.3 0.8 0.2 -0.049
C 1.0338 -1.9605 -1.5069 0.4 0.0 0.0 -0.069
O 0.2135 -1.0218 -2.2036 -0.3 -0.2 0.1 -0.013
C 0.7198 -0.3671 -3.2566 0.0 0.1 -0.3 -0.477
O 1.7045 -0.6885 -3.8550 0.0 0.0 -0.1 0.132
C -0.1766 0.8248 -3.5949 0.2 0.1 0.1 -0.050
N -1.2019 1.0075 -2.5984 -0.3 -0.1 -0.2 0.076
C -0.9691 1.8136 -1.5247 -0.3 0.1 -0.2 -0.434
O -0.2167 2.7676 -1.5838 0.1 0.1 0.0 0.065
C -1.7052 1.4738 -0.2729 0.0 0.0 0.3 -0.123
C -2.0657 0.1677 0.0490 0.0 0.1 -0.1 -0.028
C -2.6388 -0.1134 1.2763 -0.1 -0.1 0.1 -0.074
C -2.8585 0.9017 2.1924 0.0 -0.1 0.0 -0.073
C -2.4986 2.2028 1.8816 0.0 0.0 0.0 -0.066
C -1.9193 2.4856 0.6596 0.1 0.0 -0.2 -0.012
H 1.3333 4.0162 1.5749 0.0 0.1 0.1 0.078
H 2.3899 4.8152 0.3975 0.1 0.1 0.0 0.079
H 1.1010 3.7367 -0.1607 0.0 0.1 0.0 0.048
H 3.2836 2.5823 -0.3006 0.0 0.0 0.2 0.121
H 3.5643 2.8766 1.4450 -0.1 -0.1 -0.1 0.124
H -0.4567 -1.6013 4.1541 0.0 0.1 0.1 0.121
H -1.5245 -3.8419 4.0965 0.0 0.0 0.1 0.104
H -1.5240 -5.1831 2.0537 0.0 -0.1 0.0 0.102
H -0.4572 -4.3579 -0.0129 0.0 -0.1 -0.1 0.111
H 2.0747 -1.8040 -1.8106 -0.2 -0.1 0.0 0.139
H 0.7183 -2.9746 -1.7701 0.1 0.1 0.0 0.137
H -0.6105 0.6904 -4.5893 0.1 0.0 0.1 0.136
H 0.4538 1.7189 -3.5981 -0.1 -0.2 -0.1 0.139
H -1.8127 0.2171 -2.4595 0.1 0.2 0.1 0.128
H -1.8671 -0.6465 -0.6330 0.0 0.0 -0.1 0.107
H -2.9041 -1.1318 1.5220 0.0 -0.1 0.0 0.108
H -3.3021 0.6753 3.1507 0.0 0.0 0.1 0.105
H -2.6626 2.9951 2.5968 0.0 0.1 0.0 0.105
H -1.6182 3.4910 0.4063 0.1 0.1 0.0 0.119